# 1
Density functional theory data (the ωB97M-V functional and the def2-TZVPD basis) for C5H8N2 in the gas phase.

Geometry as XYZ:
```
15
Properties=species:S:1:pos:R:3:forces:R:3
C -2.001017 0.115364 0.071600 -0.011 -0.001 0.014
C -0.726158 -0.437249 -0.523476 -0.169 -0.075 -0.001
C 0.435538 0.466344 -0.876326 0.153 0.203 -0.058
C 0.556176 1.866869 -0.511018 0.078 1.032 0.328
N 0.781628 2.904554 -0.051250 -0.333 -0.767 -0.612
N 0.435115 -0.340246 0.288107 -0.046 0.260 0.263
C 1.594365 -0.974357 0.846324 0.146 -0.176 0.007
H -1.755437 0.939786 0.747429 -0.056 -0.114 -0.113
H -2.678094 0.483660 -0.706264 0.108 -0.095 0.059
H -2.524818 -0.656359 0.644914 0.079 0.082 -0.080
H -0.861843 -1.257696 -1.239495 0.179 0.034 0.195
H 1.006078 0.171575 -1.764660 -0.004 0.037 0.261
H 2.265227 -1.434197 0.110000 -0.119 -0.141 -0.010
H 1.339382 -1.692859 1.626739 -0.140 -0.014 -0.191
H 2.133852 -0.155187 1.337383 0.134 -0.264 -0.064
```
Forces are in eV/Å.

charge: 0
HOMO level: -9.3 eV
relative energy (zero: lowest compared OMol25 entry of this formula, charge and spin): 51.7 kcal/mol
SMILES string: C[C@H]1[C@@H](C#N)N1C
LUMO energy: 0.88 eV
calculated total energy: -8292.7542 eV

***

# 2
Density functional theory data (the ωB97M-V functional and the def2-TZVPD basis) for C5H8N2 in the gas phase.

Geometry as XYZ:
```
15
Properties=species:S:1:pos:R:3:forces:R:3
C -0.164994 -0.106441 2.008387 -0.044 -0.004 0.027
C 0.872833 -0.018129 0.894987 0.120 -0.048 0.072
N 0.251012 0.033814 -0.422830 -0.112 -0.142 -0.209
C -0.401806 1.150483 -0.933218 -0.220 0.258 0.330
C -1.085517 0.844758 -2.078423 0.034 0.599 0.714
N -0.755345 -0.542009 -2.246539 0.072 0.879 -0.100
C 0.081154 -0.979848 -1.266549 0.020 0.400 -0.123
H 0.331054 -0.138173 2.983632 -0.064 0.001 -0.150
H -0.833562 0.759500 1.987292 0.115 -0.131 -0.011
H -0.773407 -1.009298 1.897766 0.086 0.115 0.020
H 1.551769 -0.874737 0.917678 -0.078 0.078 0.002
H 1.478855 0.888091 1.000583 -0.095 -0.157 -0.033
H -0.295051 2.107074 -0.448676 -0.013 -0.073 0.230
H -0.621561 -0.296212 -3.231299 0.321 -2.047 -0.495
H 0.473418 -1.975379 -1.077253 -0.143 0.272 -0.271
```
Forces are in eV/Å.

charge: 0
HOMO level: -7.8 eV
relative energy (zero: lowest compared OMol25 entry of this formula, charge and spin): 73.9 kcal/mol
LUMO energy: 0.74 eV
calculated total energy: -8291.7931 eV

***

# 3
Density functional theory data (the ωB97M-V functional and the def2-TZVPD basis) for C5H8N2 in the gas phase.

Geometry as XYZ:
```
15
Properties=species:S:1:pos:R:3:forces:R:3
C -1.692939 -1.318511 0.514868 -0.047 -0.362 -0.594
C -1.428331 -0.008697 0.232119 1.131 -2.813 0.188
C -2.553934 0.776864 -0.262414 -1.956 1.472 -0.388
N -0.145903 0.549225 0.165550 2.864 0.022 0.928
C 1.068301 0.276181 0.356192 -1.008 0.421 -0.202
N 2.275092 0.225080 0.605435 -2.378 0.149 -0.523
C 3.491785 0.100485 -0.225173 -2.986 3.682 0.202
H -0.985812 -2.111555 0.793706 0.176 0.850 -0.043
H -2.679312 -1.783952 0.248796 0.824 0.943 0.661
H -2.790141 1.798671 0.256274 0.442 -2.099 -0.412
H -2.377997 1.108907 -1.326979 -0.336 -0.687 0.862
H -3.379962 -0.020573 -0.134806 0.575 2.236 -0.675
H 3.702491 -0.872793 -0.252034 1.521 -3.697 -0.248
H 4.183632 0.750532 0.233518 1.281 0.147 0.600
H 3.313026 0.530135 -1.205059 -0.102 -0.263 -0.356
```
Forces are in eV/Å.

charge: 0
HOMO level: -8.4 eV
relative energy (zero: lowest compared OMol25 entry of this formula, charge and spin): 62.7 kcal/mol
SMILES string: C=C(C)N=C=NC
LUMO energy: 0.71 eV
calculated total energy: -8292.2770 eV

***

# 4
Density functional theory data (the ωB97M-V functional and the def2-TZVPD basis) for 2 unconnected molecules or ions with the total composition C5H8N2.

Geometry as XYZ:
```
15
Properties=species:S:1:pos:R:3:forces:R:3
C -1.628570 0.272878 0.449166 -1.208 0.744 -0.100
C 0.206430 -0.231857 -1.482902 -2.347 -0.341 3.554
C 0.716997 0.858873 -0.760494 1.034 1.239 -1.640
C 1.889084 1.652883 -1.325244 1.723 1.188 2.858
C -1.656786 -1.709340 2.123423 -3.243 0.354 -2.353
N 0.331298 1.304791 0.342694 -0.500 0.345 1.524
N -1.766002 -0.655075 1.131021 0.734 -0.957 0.903
H -0.594464 -0.793997 -0.911749 1.332 0.407 -1.698
H 0.664346 -0.525151 -2.333409 1.111 -1.058 -2.651
H 2.705643 1.535837 -0.554404 -0.681 0.131 -0.527
H 2.362839 1.274954 -2.155602 0.492 -1.170 -2.323
H 1.868872 2.756764 -1.434642 -0.954 -0.710 0.094
H -0.678491 -2.095185 2.177567 1.066 -0.502 0.005
H -2.454712 -2.459151 1.730655 1.601 0.802 1.378
H -1.966484 -1.187226 3.003920 -0.159 -0.471 0.977
```
Forces are in eV/Å.

charge: 0
HOMO level (alpha / beta): -8.5 / -8.1 eV
relative energy (zero: lowest compared OMol25 entry of this formula, charge and spin): 146.8 kcal/mol
LUMO energy (alpha / beta): 0.14 / -0.76 eV
calculated total energy: -8288.6308 eV

***

# 5
Density functional theory data (the ωB97M-V functional and the def2-TZVPD basis) for C5H8N2 in the gas phase.

Geometry as XYZ:
```
15
Properties=species:S:1:pos:R:3:forces:R:3
C 0.039509 0.204227 -1.855739 0.432 -0.590 -0.679
C 1.200378 -0.230349 -0.768691 -0.912 0.352 -0.131
C 1.043187 -1.417574 0.008798 -0.601 0.021 -0.286
N 0.204801 -1.136712 1.051673 0.045 0.026 0.005
C -0.112531 0.205567 1.041193 0.355 0.246 0.352
N -1.322867 0.699127 1.532108 -0.055 0.123 0.443
C 0.668777 0.775996 0.096540 -0.010 0.513 0.985
H -0.987686 0.179533 -1.406921 0.859 -0.438 -0.059
H 0.102856 1.246554 -2.213507 0.587 -0.566 0.076
H 0.027315 -0.468840 -2.692705 0.121 -0.232 -0.584
H 1.550936 -2.385438 0.042461 -0.513 0.269 -0.696
H -0.207179 -1.806516 1.684021 0.324 0.032 0.022
H -1.419749 0.705413 2.534187 -0.041 0.164 0.243
H -1.486331 1.619360 1.140699 -0.104 -0.154 0.275
H 0.698584 1.809650 -0.194118 -0.486 0.233 0.035
```
Forces are in eV/Å.

charge: 0
HOMO level: -7.3 eV
relative energy (zero: lowest compared OMol25 entry of this formula, charge and spin): 88.8 kcal/mol
SMILES string: Cc1c[nH]c(N)c1
LUMO energy: 0.87 eV
calculated total energy: -8291.1448 eV

***

# 6
Density functional theory data (the ωB97M-V functional and the def2-TZVPD basis) for C5H8N2 in the gas phase.

Geometry as XYZ:
```
15
Properties=species:S:1:pos:R:3:forces:R:3
C -1.804352 -0.955523 0.687346 0.030 0.130 -0.083
C -0.607969 -0.466696 -0.112168 -0.014 -0.043 -0.206
C -0.402955 0.899151 -0.715738 -0.035 0.139 -1.065
N 0.268196 0.502721 0.518535 0.073 0.221 -0.335
C 1.719564 0.312858 0.558268 0.176 -0.028 -0.061
C 2.180102 0.396547 -0.843004 -0.596 0.244 -0.727
N 1.821290 0.668483 -1.916070 2.366 -0.614 0.044
H -2.205273 -0.157826 1.319413 0.083 -0.042 -0.145
H -1.534569 -1.794952 1.343530 0.073 0.207 -0.174
H -2.602631 -1.308745 0.025273 0.136 0.087 0.038
H -0.114280 -1.255239 -0.690299 0.001 0.155 0.079
H 0.227467 0.953955 -1.775699 -2.072 -0.115 2.940
H -1.110151 1.716042 -0.563213 -0.037 -0.329 -0.108
H 2.181841 1.125717 1.129424 -0.091 -0.159 -0.090
H 1.983715 -0.636486 1.034397 -0.091 0.147 -0.107
```
Forces are in eV/Å.

charge: 0
HOMO level: -9.7 eV
relative energy (zero: lowest compared OMol25 entry of this formula, charge and spin): 65.9 kcal/mol
SMILES string: C[C@H]1CN1CC#N
LUMO energy: 0.93 eV
calculated total energy: -8292.1387 eV

***

# 7
Density functional theory data (the ωB97M-V functional and the def2-TZVPD basis) for C5H8N2 in the gas phase.

Geometry as XYZ:
```
15
Properties=species:S:1:pos:R:3:forces:R:3
C -2.397998 -0.191230 -0.013733 -0.162 -0.018 -0.020
C -0.920230 0.064437 -0.040864 -0.083 0.232 0.038
C -0.333437 1.298659 -0.139558 -0.209 0.012 -0.128
N 1.026827 1.135654 -0.118573 0.480 -0.058 0.206
C 1.327524 -0.192934 0.037278 -0.222 -0.079 -0.422
N 2.665595 -0.629674 -0.048938 0.134 0.113 0.276
C 0.139991 -0.886476 0.070412 -0.018 -0.015 0.195
H -2.677564 -1.070111 -0.604742 0.101 0.109 0.062
H -2.777837 -0.350636 1.003522 0.141 -0.015 -0.134
H -2.941300 0.665978 -0.425222 0.078 -0.116 0.049
H -0.757348 2.281161 -0.277922 -0.081 -0.089 0.116
H 1.702859 1.886661 -0.139714 -0.137 -0.327 -0.115
H 3.183692 -0.475867 0.807734 -0.011 0.035 0.000
H 2.726321 -1.612845 -0.269905 -0.113 0.013 -0.057
H 0.024656 -1.958716 0.188617 0.102 0.201 -0.065
```
Forces are in eV/Å.

charge: 0
HOMO level: -7.5 eV
relative energy (zero: lowest compared OMol25 entry of this formula, charge and spin): 2.9 kcal/mol
SMILES string: Cc1c[nH]c(N)c1
LUMO energy: 1.02 eV
calculated total energy: -8294.8700 eV

***

# 8
Density functional theory data (the ωB97M-V functional and the def2-TZVPD basis) for a molecular structure, C5H8N2.

Geometry as XYZ:
```
15
Properties=species:S:1:pos:R:3:forces:R:3
C -0.398286 -0.865619 -0.151628 -3.268 -5.822 -3.447
C -0.094446 0.344763 0.286656 3.468 7.265 1.450
C -0.741483 -1.436945 1.152105 0.749 -0.487 2.728
C -0.108898 -0.497720 -1.550966 1.248 -0.154 -1.643
C -0.283122 0.047052 1.755819 0.202 -0.509 -0.066
N 0.010862 0.929760 -1.052331 0.133 -0.115 2.789
N 0.948736 1.884442 -1.528581 -1.501 0.719 0.017
H -1.725685 -1.715549 1.625647 0.554 -0.219 -1.384
H 0.052446 -2.212240 1.447263 -1.208 0.819 0.028
H 0.850159 -0.910690 -1.966664 -0.152 0.341 0.327
H -0.795175 -0.514111 -2.363846 -0.918 -0.486 -0.529
H 0.587034 -0.167607 2.376388 0.449 0.552 -0.193
H -0.904682 0.711773 2.352528 -0.696 -0.292 0.029
H 1.873084 1.579676 -1.278100 0.589 -0.028 0.446
H 0.729457 2.823016 -1.104291 0.350 -1.584 -0.551
```
Forces are in eV/Å.

charge: 0
expectation value of S²: 2.008
HOMO level (alpha / beta): -3.9 / -9.0 eV
relative energy (zero: lowest compared OMol25 entry of this formula, charge and spin): 126.1 kcal/mol
LUMO energy (alpha / beta): 1.11 / -1.17 eV
calculated total energy: -8284.9725 eV
multiplicity: 3